{
  "formula": "C5H7NO2S",
  "method": "ωB97M-V/def2-TZVPD",
  "symbols": ["S", "O", "O", "N", "C", "C", "C", "C", "C", "H", "H", "H", "H", "H", "H", "H"],
  "xyz": [[-0.99, -1.88, -0.15], [2.18, 0.43, 1.02], [-1.37, 0.65, 0.66], [1.60, -1.88, 0.42], [-0.58, -0.30, 0.34], [0.63, -2.61, -0.04], [1.53, -0.70, 0.96], [2.67, 0.94, -0.27], [-2.75, 0.53, 0.87], [0.92, -3.62, -0.30], [2.77, 0.05, -0.87], [-3.01, 0.65, 1.90], [3.60, 1.34, 0.02], [-3.36, 1.18, 0.21], [-2.89, -0.48, 0.54], [1.88, 1.54, -0.56]],
  "orbital_gap_ev": 7.625
}

=====

{
  "formula": "C5H7NO2S",
  "method": "ωB97M-V/def2-TZVPD",
  "symbols": ["S", "O", "O", "N", "C", "C", "C", "C", "C", "H", "H", "H", "H", "H", "H", "H"],
  "xyz": [[2.01, 0.59, -0.90], [0.22, 3.90, -0.88], [-0.90, 3.08, 0.98], [0.20, 0.58, 0.97], [-0.14, 3.17, -0.04], [0.71, -0.75, -0.89], [0.37, -0.90, 0.63], [-0.24, 0.36, -1.39], [0.39, 1.20, -0.26], [-0.91, 2.32, 1.51], [-1.33, 0.01, -1.24], [-0.52, -1.46, 0.75], [0.99, -1.50, 1.17], [0.93, 1.01, 1.55], [-0.10, 0.54, -2.43], [0.90, -1.75, -1.21]],
  "orbital_gap_ev": 9.166
}